An isolated ion of composition C18H22NO3 and charge +1, computed with ωB97M-V/def2-TZVPD.

For the gap between HOMO and LUMO, the calculation gives 7.9 eV. The total energy is -979.34106 a.u. The charge is +1. For the LUMO energy, the calculation gives -2.84 eV. As for the SMILES: COC(=O)[C@H](c1ccc2cc(OC)ccc2c1)[C@@H]1CCC[NH2+]1. As for the spin multiplicity: 1. The energy above the lowest of the compared OMol25 structures with the same formula, charge and spin is 1.4 kcal/mol.

Positions of all 44 atoms, in Å:
C  2.634  -2.972  2.644
O  1.471  -2.122  2.739
C  1.640  -0.888  2.162
O  2.725  -0.374  1.894
C  0.337  -0.093  1.954
C  -0.057  -0.294  0.458
C  -1.191  -1.109  0.116
C  -1.504  -1.292  -1.227
C  -0.744  -0.653  -2.237
C  -1.142  -0.802  -3.568
C  -0.342  -0.215  -4.588
O  -0.646  -0.331  -5.912
C  -1.210  -1.578  -6.324
C  0.810  0.488  -4.248
C  1.165  0.642  -2.923
C  0.380  0.091  -1.900
C  0.740  0.265  -0.560
C  0.451  1.366  2.386
C  0.259  1.598  3.918
C  -1.010  2.457  4.074
C  -1.721  2.302  2.765
N  -0.624  2.143  1.788
H  2.329  -4.005  2.833
H  3.091  -2.932  1.664
H  3.370  -2.625  3.340
H  -0.440  -0.558  2.548
H  -1.820  -1.565  0.898
H  -2.351  -1.939  -1.475
H  -2.027  -1.401  -3.810
H  -2.304  -1.590  -6.159
H  -0.987  -1.748  -7.371
H  -0.770  -2.408  -5.732
H  1.467  0.823  -4.990
H  2.076  1.122  -2.665
H  1.602  0.838  -0.311
H  1.419  1.759  2.120
H  0.145  0.630  4.467
H  1.112  2.173  4.332
H  -0.727  3.456  4.286
H  -1.651  2.045  4.856
H  -2.350  3.164  2.517
H  -2.365  1.444  2.829
H  -0.273  3.035  1.463
H  -0.969  1.653  0.951



C18H23B2F5N5O4S2V as an isolated structure, computed with ωB97M-V/def2-TZVPD.

For the gap between HOMO and LUMO (alpha / beta), the calculation gives 5.4 / 5.4 eV. The total energy is -3562.98888 a.u. The charge is +3. For the LUMO energy (alpha / beta), the calculation gives -10.93 / -10.85 eV. As for the spin multiplicity: 2. The energy above the lowest of the compared OMol25 structures with the same formula, charge and spin is 28.7 kcal/mol.

Positions of all 60 atoms, in Å:
V  0.830  1.897  -0.126
C  -1.242  5.177  -2.095
C  -0.562  3.941  -1.660
N  -0.106  3.668  -0.488
O  -0.292  4.455  0.588
B  0.423  3.834  1.680
F  0.226  4.297  2.876
F  1.701  3.411  1.244
O  -0.244  2.134  1.629
N  0.686  1.155  1.589
C  1.748  0.888  2.288
C  1.937  1.134  3.723
C  2.787  0.338  1.347
N  2.471  0.749  0.169
O  3.141  0.386  -0.939
B  2.515  1.070  -2.044
F  2.836  0.699  -3.247
F  2.316  2.437  -1.711
O  0.773  0.671  -1.792
N  -0.070  1.723  -1.777
C  -0.205  2.768  -2.539
C  0.022  2.836  -3.988
C  3.977  -0.455  1.708
H  -1.507  5.794  -1.240
H  -2.135  4.941  -2.676
H  -0.571  5.750  -2.743
H  1.015  1.449  4.204
H  2.699  1.913  3.847
H  2.331  0.236  4.205
H  0.269  1.864  -4.407
H  0.839  3.542  -4.184
H  -0.863  3.248  -4.482
H  3.810  -1.024  2.620
H  4.827  0.216  1.863
H  4.230  -1.131  0.892
F  -3.324  -4.534  1.647
C  -3.344  -3.302  1.234
C  -3.286  -2.286  2.207
C  -3.267  -1.003  1.770
C  -3.324  -0.707  0.357
C  -3.342  0.573  -0.071
C  -3.405  -1.797  -0.586
C  -3.417  -3.082  -0.153
H  -3.262  -2.558  3.253
H  -3.228  -0.181  2.474
H  -3.300  1.394  0.636
H  -3.434  0.813  -1.124
H  -3.465  -1.573  -1.644
H  -3.484  -3.929  -0.821
S  0.540  -1.862  0.668
C  0.480  -3.418  0.023
N  0.773  -4.525  0.678
C  0.595  -5.811  -0.001
C  0.492  -5.502  -1.497
S  0.021  -3.743  -1.617
H  1.055  -4.475  1.646
H  -0.304  -6.301  0.377
H  1.449  -6.453  0.207
H  -0.266  -6.108  -1.984
H  1.439  -5.639  -2.013



C18H23Cl2NO2PSSc as an isolated structure, computed with ωB97M-V/def2-TZVPD.

For the gap between HOMO and LUMO, the calculation gives 6.2 eV. The total energy is -3325.10424 a.u. The charge is +2. For the LUMO energy, the calculation gives -8.49 eV. As for the spin multiplicity: 1.

Positions of all 49 atoms, in Å:
C  -4.572  1.789  0.233
C  -3.252  1.229  0.000
H  -5.074  2.083  -0.711
H  -4.451  2.680  0.867
H  -5.204  1.059  0.772
O  -2.643  0.729  -0.904
Cl  -1.764  2.110  1.574
Sc  -0.785  0.004  1.064
P  -1.128  -2.231  -0.343
C  -0.504  -2.587  -2.003
C  -0.565  -3.708  0.574
H  -3.465  -2.254  0.345
H  -3.053  -3.665  -0.674
H  -3.323  -2.056  -1.424
C  -2.918  -2.582  -0.549
H  -0.654  -3.527  1.650
H  -1.204  -4.552  0.290
H  -0.844  -3.568  -2.376
H  0.595  -2.584  -1.977
H  0.484  -3.939  0.343
H  -0.842  -1.804  -2.696
C  -0.345  0.457  -1.268
O  -0.201  0.942  -2.294
Cl  -1.256  -1.090  3.040
N  1.326  -0.037  1.086
S  2.439  0.571  2.129
C  4.050  0.156  1.381
C  4.372  0.555  0.086
C  5.656  0.315  -0.416
C  6.625  -0.313  0.389
C  6.299  -0.695  1.694
C  5.022  -0.467  2.197
C  2.394  2.350  1.857
C  3.153  3.193  2.691
C  3.102  4.578  2.494
C  2.301  5.128  1.477
C  1.556  4.269  0.647
C  1.626  2.888  0.831
H  1.815  -0.486  0.304
H  3.644  1.084  -0.523
H  5.904  0.624  -1.425
H  7.620  -0.475  0.006
H  7.057  -1.171  2.326
H  4.761  -0.731  3.220
H  3.776  2.767  3.478
H  3.686  5.251  3.122
H  2.264  6.207  1.331
H  0.927  4.683  -0.137
H  1.093  2.221  0.157



C18H23CuN5O3 as an isolated structure, computed with ωB97M-V/def2-TZVPD.

For the gap between HOMO and LUMO (alpha / beta), the calculation gives 6.6 / 4.5 eV. The total energy is -2839.18746 a.u. The charge is +2. For the LUMO energy (alpha / beta), the calculation gives -6.27 / -8.37 eV. As for the spin multiplicity: 2. The energy above the lowest of the compared OMol25 structures with the same formula, charge and spin is 0.0 kcal/mol.

Positions of all 50 atoms, in Å:
C  -3.149  2.181  -0.461
C  -4.118  1.576  -1.449
H  -3.275  3.264  -0.355
H  -3.415  1.731  0.514
C  -3.984  0.286  -1.812
C  -2.661  -0.454  -1.574
H  -2.117  -0.455  -2.549
H  -2.817  -1.521  -1.356
C  -5.205  2.468  -1.956
H  -5.061  3.483  -1.571
H  -6.203  2.147  -1.634
H  -5.182  2.545  -3.054
C  -5.102  -0.388  -2.559
H  -5.214  0.017  -3.583
H  -6.053  -0.178  -2.028
H  -4.948  -1.475  -2.633
Cu  2.447  -0.329  0.163
O  0.585  0.156  -0.513
C  -0.488  -0.364  -0.151
O  1.629  -2.191  0.134
C  0.594  -2.279  0.816
O  0.348  -3.277  1.638
N  -0.464  -1.382  0.778
C  -0.896  -2.973  2.362
C  -1.526  -1.758  1.734
H  -0.613  -2.771  3.401
H  -1.551  -3.849  2.311
H  -1.694  -0.951  2.464
H  -2.472  -1.986  1.221
C  -1.855  0.176  -0.502
C  -1.793  1.708  -0.813
H  -2.413  0.016  0.442
H  -0.969  2.143  -0.231
H  -1.591  1.800  -1.896
N  6.469  -1.040  0.554
C  6.301  -2.307  0.000
C  4.962  -2.432  -0.290
N  4.313  -1.258  0.050
C  5.237  -0.440  0.581
C  4.788  0.818  1.101
N  3.472  1.114  1.026
C  3.304  2.344  1.639
C  4.517  2.798  2.075
N  5.454  1.827  1.736
H  7.332  -0.610  0.878
H  7.110  -3.001  -0.135
H  4.408  -3.256  -0.705
H  2.322  2.784  1.700
H  4.782  3.704  2.589
H  6.453  1.841  1.903



One molecule with the formula C18H23F2N5O3S, computed with ωB97M-V/def2-TZVPD.

For the gap between HOMO and LUMO, the calculation gives 8.0 eV. The total energy is -1797.04323 a.u. The charge is 0. For the LUMO energy, the calculation gives 0.05 eV. As for the SMILES: [H]/N=c1\[nH]c(/C(=N/OC)C(=O)N[C@]23C[C@H]2CN(C(=O)CCC2CC(F)(F)C2)C3)cs1. As for the spin multiplicity: 1. The energy above the lowest of the compared OMol25 structures with the same formula, charge and spin is 16.9 kcal/mol.

Positions of all 52 atoms, in Å:
H  -8.574  -2.302  0.688
N  -7.882  -2.964  1.030
C  -6.696  -2.567  0.818
N  -6.227  -1.419  0.219
C  -4.846  -1.287  0.144
C  -4.291  -0.083  -0.465
N  -5.136  0.736  -0.961
O  -4.568  1.872  -1.512
C  -5.596  2.637  -2.138
C  -2.783  0.075  -0.457
O  -2.060  -0.850  -0.771
N  -2.325  1.266  -0.015
C  -0.930  1.541  0.069
C  -0.399  2.827  -0.489
C  -0.054  1.516  -1.149
C  1.261  0.881  -0.764
N  1.196  0.845  0.693
C  2.326  0.701  1.490
O  2.649  1.536  2.304
C  3.200  -0.505  1.211
C  4.683  -0.156  1.141
C  5.551  -1.377  0.892
C  5.457  -1.946  -0.554
C  6.809  -1.299  -0.844
F  7.728  -2.064  -1.487
F  6.693  -0.144  -1.566
C  7.046  -1.043  0.642
C  -0.150  0.941  1.222
C  -4.187  -2.324  0.682
S  -5.283  -3.522  1.311
H  -6.837  -0.713  -0.158
H  -5.107  3.521  -2.539
H  -6.056  2.067  -2.945
H  -6.355  2.925  -1.410
H  -2.989  2.008  0.136
H  -1.104  3.460  -1.010
H  0.368  3.335  0.082
H  -0.487  1.291  -2.111
H  1.335  -0.113  -1.223
H  2.119  1.476  -1.088
H  3.026  -1.199  2.040
H  2.862  -1.012  0.305
H  4.850  0.576  0.343
H  4.978  0.327  2.073
H  5.384  -2.123  1.669
H  5.525  -3.031  -0.599
H  4.638  -1.591  -1.181
H  7.374  -0.034  0.890
H  7.728  -1.780  1.061
H  -0.173  1.575  2.111
H  -0.571  -0.040  1.471
H  -3.119  -2.450  0.700



One molecule with the formula C18H23FN2O4, computed with ωB97M-V/def2-TZVPD.

For the gap between HOMO and LUMO, the calculation gives 10.1 eV. The total energy is -1210.11550 a.u. The charge is 0. For the LUMO energy, the calculation gives 0.49 eV. As for the SMILES: C[C@H]1CCCC[C@@H]1NC(=O)COC(=O)CNC(=O)c1cccc(F)c1. As for the spin multiplicity: 1. The energy above the lowest of the compared OMol25 structures with the same formula, charge and spin is 0.0 kcal/mol.

Positions of all 48 atoms, in Å:
C  -1.910  -0.827  -1.505
C  -3.166  -0.209  -0.896
C  -4.424  -0.887  -1.441
C  -5.687  -0.277  -0.842
C  -5.661  -0.392  0.678
C  -4.416  0.289  1.238
C  -3.151  -0.325  0.636
N  -1.980  0.329  1.184
C  -1.010  -0.322  1.840
O  -1.027  -1.501  2.119
C  0.177  0.585  2.225
O  1.012  0.844  1.095
C  0.667  1.819  0.261
O  -0.327  2.493  0.367
C  1.675  1.976  -0.863
N  2.730  1.000  -0.835
C  3.996  1.363  -0.488
O  4.316  2.522  -0.325
C  4.962  0.234  -0.351
C  4.848  -0.956  -1.064
C  5.790  -1.957  -0.904
C  6.852  -1.792  -0.030
C  6.958  -0.599  0.663
F  7.993  -0.427  1.508
C  6.038  0.419  0.512
H  -1.018  -0.306  -1.163
H  -1.824  -1.873  -1.217
H  -1.946  -0.767  -2.590
H  -3.197  0.856  -1.157
H  -4.446  -0.790  -2.528
H  -4.387  -1.952  -1.201
H  -6.567  -0.785  -1.239
H  -5.752  0.776  -1.126
H  -5.655  -1.446  0.964
H  -6.555  0.067  1.105
H  -4.385  0.186  2.324
H  -4.443  1.355  0.999
H  -3.075  -1.379  0.924
H  -1.857  1.310  0.963
H  0.811  0.060  2.941
H  -0.184  1.530  2.643
H  1.133  1.951  -1.815
H  2.149  2.961  -0.765
H  2.461  0.031  -0.770
H  4.043  -1.096  -1.769
H  5.699  -2.875  -1.464
H  7.592  -2.563  0.111
H  6.144  1.348  1.049



Record order is preserved below.
M: 300.38; 605.11; 464.29; 420.96; 427.48; 350.39 g mol⁻¹